No. 1
Formula: C36H35ClF5N3O7SSiSn
Source: the Open Molecules 2025 dataset
Level of theory: ωB97M-V/def2-TZVPD

gap between HOMO and LUMO: 6.09 eV
E_LUMO: 0.1480 Ha
ΔE to the lowest compared entry with this formula, charge and spin: 5.2 kcal per mole

```
! RIJCOSX wB97M-V def2-TZVPD def2/J DEFGRID3
* xyz -2 1
Sn 0.0096 -0.7266 -0.8206
N 3.4209 0.3764 -2.5580
C 4.2087 1.2450 -1.8420
C 5.5870 1.2206 -1.8646
C 6.3402 2.1220 -1.0871
C 5.7395 3.0373 -0.2690
C 4.3232 3.0851 -0.2103
C 3.6067 3.9159 0.6838
C 2.2489 3.8432 0.7311
C 1.5835 2.9739 -0.1638
N 2.2047 2.2189 -1.0261
C 3.5604 2.2308 -1.0261
H 2.4733 0.3098 -2.2016
H 3.8165 -0.5402 -2.6974
H 6.0938 0.4735 -2.4651
H 7.4225 2.0639 -1.1253
H 6.3228 3.7037 0.3561
H 4.1570 4.5716 1.3506
H 1.6707 4.4131 1.4460
H 0.5033 2.8883 -0.1297
C -3.9968 -1.1366 -0.7688
Si -2.9525 -2.3581 0.2183
C -2.8755 -1.8956 2.0384
C -3.9192 -3.9913 0.1651
C -1.2922 -2.5132 -0.5455
H -4.9368 -0.8820 -0.2692
H -4.2403 -1.5658 -1.7464
H -3.4320 -0.2182 -0.9359
H -3.8712 -1.6767 2.4376
H -2.2346 -1.0269 2.1857
H -2.4632 -2.7311 2.6128
H -4.9172 -3.8847 0.6035
H -3.3892 -4.7715 0.7183
H -4.0372 -4.3394 -0.8650
H -1.3963 -2.9471 -1.5491
H -0.6655 -3.1981 0.0390
C -1.4225 0.7192 -4.3389
C -2.1270 1.6395 -3.3834
C -3.5179 1.7087 -3.3425
C -4.1678 2.5479 -2.4528
C -3.4150 3.3403 -1.5978
C -2.0276 3.2913 -1.6246
C -1.3908 2.4392 -2.5114
S -4.2354 4.2984 -0.3645
O -5.4963 4.7708 -0.8824
O -3.2834 5.2399 0.1503
N -4.6364 3.2276 0.8201
C -3.7239 2.0943 1.1169
C -2.3947 2.5009 1.7250
C -1.2530 1.4981 1.4410
O -0.2300 1.6236 2.1179
O -1.4805 0.6425 0.5250
H -2.1033 -0.0317 -4.7402
H -0.5991 0.2096 -3.8353
H -1.0018 1.2816 -5.1763
H -4.0999 1.0762 -4.0029
H -5.2490 2.5903 -2.4143
H -1.4596 3.9066 -0.9401
H -0.3093 2.3637 -2.5046
H -5.5761 2.9104 0.6173
H -3.5253 1.5170 0.2152
H -4.2748 1.4460 1.8001
H -2.4636 2.6397 2.8046
H -2.0679 3.4614 1.3210
Cl 2.5682 -0.8942 7.5183
C 2.3601 -0.8182 5.7754
C 1.1738 -1.2626 5.2183
C 1.0195 -1.2023 3.8410
C 2.0354 -0.7039 3.0370
C 3.2118 -0.2560 3.6216
C 3.3861 -0.3124 4.9969
C 1.8760 -0.6172 1.5328
O 0.8322 -1.2226 1.0830
O 2.7187 -0.0205 0.8784
H 0.3853 -1.6429 5.8539
H 0.1033 -1.5303 3.3689
H 3.9810 0.1420 2.9723
H 4.2996 0.0328 5.4627
F 2.2070 -7.5981 -0.7523
C 2.0572 -6.2756 -1.0001
C 1.1893 -5.8318 -1.9808
F 0.4866 -6.7343 -2.6973
C 1.0436 -4.4832 -2.2309
F 0.1775 -4.1116 -3.1970
C 1.7478 -3.4781 -1.5251
O 1.6103 -2.2272 -1.7743
C 2.6228 -3.9845 -0.5344
F 3.3645 -3.1258 0.1803
C 2.7718 -5.3338 -0.2818
F 3.6290 -5.7508 0.6712
*
```

Atom charges from the Mulliken analysis, given in e for atoms 1 to 8:
1. Sn 0.96
2. N -0.46
3. C 0.36
4. C -0.74
5. C -0.44
6. C -1.10
7. C 1.25
8. C -0.96



No. 2
Formula: C36H36Br51N3O6PS
Source: the Open Molecules 2025 dataset
Level of theory: ωB97M-V/def2-TZVPD

gap between HOMO and LUMO: 6.36 eV
E_LUMO: 0.0279 Ha

```
! RIJCOSX wB97M-V def2-TZVPD def2/J DEFGRID3
* xyz -1 1
N 3.8522 -5.9738 0.5714
C 4.1028 -4.8887 -0.3920
C 3.4022 -3.5410 0.0003
O 2.5772 -3.7031 1.1417
C 2.4491 -3.1398 -1.1024
N 2.1274 -1.7074 -1.1380
C 0.7710 -1.5044 -1.6395
O 0.4874 -1.1767 -2.7525
C -0.0985 -1.6872 -0.4238
C -1.4175 -2.0695 -0.2973
C -2.2878 -2.3956 -1.5031
O -2.9701 -1.4316 -1.8743
O -2.2444 -3.5579 -1.9595
C -1.9317 -2.1659 1.0046
C -3.3557 -2.6548 1.1578
C -4.2758 -1.6366 1.8513
O -5.3999 -1.3437 1.0361
C -1.1219 -1.8476 2.1107
P -1.7368 -2.0040 3.8039
S -2.5831 -0.4551 4.6654
C 0.2108 -1.4240 1.9574
C 1.0905 -1.0192 3.0937
C 0.7575 0.1378 3.7906
C 1.5794 0.5838 4.8139
C 2.7131 -0.1659 5.0892
C 2.9380 -1.3206 4.3591
N 2.1624 -1.7699 3.3731
C 0.7019 -1.3828 0.6754
C 2.0685 -1.0511 0.1556
O 2.9192 -0.3382 0.6102
H 3.3947 -6.7438 0.1009
H 4.7261 -6.3401 0.9231
H 3.7210 -5.2225 -1.3584
H 5.1825 -4.7373 -0.4158
H 4.1646 -2.7762 0.1738
H 3.1078 -3.6088 1.9379
H 2.9193 -3.3864 -2.0579
H 1.5579 -3.7738 -1.0119
H -3.7897 -2.8639 0.1839
H -3.3242 -3.5653 1.7634
H -3.7157 -0.7146 2.0354
H -4.5797 -2.0019 2.8414
H -5.8534 -0.6282 1.4939
H -2.5867 -3.1175 3.7628
H -0.6138 -2.4031 4.5377
H -0.1346 0.6844 3.5201
H 1.3203 1.4777 5.3561
H 3.4142 0.1452 5.8524
H 3.8119 -1.9338 4.5703
C -8.7779 -1.6055 2.7940
Br -8.1953 -3.3097 2.1302
Br -7.3400 -0.6712 3.6603
Br -9.5768 -0.5436 1.4045
H -9.5384 -1.7762 3.5423
C 2.9112 5.0126 4.1497
Br 2.7733 3.1153 3.8742
Br 4.6591 5.5162 4.7915
Br 2.4282 5.9670 2.5555
H 2.2007 5.2786 4.9183
C 7.4331 -0.9608 6.2566
Br 5.7268 -1.7225 5.7843
Br 8.1270 0.1180 4.8282
Br 7.3240 0.0270 7.9054
H 8.1267 -1.7730 6.4156
C 2.5464 6.2735 -1.8028
Br 2.3700 4.5719 -0.9416
Br 3.1518 7.6568 -0.5966
Br 3.6733 6.1632 -3.3605
H 1.5615 6.5611 -2.1415
C 6.9717 6.6646 -1.9750
Br 6.6449 5.0627 -0.9741
Br 7.8352 8.0062 -0.8969
Br 7.9490 6.3174 -3.5930
H 6.0085 7.0628 -2.2616
C -6.2678 -7.1362 1.1422
Br -5.7324 -8.7884 0.3074
Br -4.8134 -5.8901 1.2455
Br -7.7845 -6.3610 0.2551
H -6.5694 -7.3735 2.1516
C -1.2995 6.7120 -3.7387
Br -1.4001 4.8497 -3.2753
Br -0.8854 7.7969 -2.1993
Br -0.0579 7.0424 -5.1641
H -2.2800 7.0145 -4.0803
C 5.8147 7.2086 8.0899
Br 4.8032 7.7029 9.6492
Br 6.9442 8.6440 7.4914
Br 6.8145 5.5930 8.3764
H 5.1060 7.0079 7.2986
C -8.8156 1.6025 6.7187
Br -9.9654 0.1398 6.2328
Br -8.4955 2.7770 5.2347
Br -9.5013 2.5545 8.2434
H -7.8645 1.1783 7.0066
C 2.2137 7.4180 -8.4419
Br 2.1279 5.5555 -7.9879
Br 2.5906 8.4977 -6.8959
Br 3.4664 7.7520 -9.8638
H 1.2383 7.7103 -8.8040
C -0.7182 -5.8123 -4.2683
Br -0.8451 -7.6277 -4.9157
Br 1.0617 -5.4001 -3.6745
Br -1.3356 -4.5590 -5.5677
H -1.3696 -5.7260 -3.4061
C 4.4488 12.0578 -0.7274
Br 3.7219 12.4831 1.0029
Br 5.7845 10.6788 -0.6169
Br 3.0649 11.5946 -1.9803
H 4.9316 12.9496 -1.0987
C -3.5863 8.4127 -7.6987
Br -3.3376 9.2359 -5.9760
Br -1.9206 7.8264 -8.4476
Br -4.8554 6.9692 -7.6115
H -3.9963 9.1634 -8.3578
C 4.5281 -9.7394 -1.1946
Br 2.9029 -8.7211 -1.2322
Br 6.0318 -8.6838 -1.7661
Br 4.8333 -10.5256 0.5348
H 4.4169 -10.5491 -1.9003
C -4.2685 -12.3045 1.2616
Br -4.4274 -11.9023 3.1328
Br -2.4681 -12.0731 0.6359
Br -4.9452 -14.0590 0.8542
H -4.8858 -11.5934 0.7324
C -5.4460 -5.5277 -5.6665
Br -5.5019 -7.3880 -5.1545
Br -4.6545 -4.4411 -4.3037
Br -4.6056 -5.3100 -7.3901
H -6.4700 -5.2078 -5.7879
C -2.6433 3.5873 -8.2648
Br -1.4928 4.4729 -9.5287
Br -2.7633 1.7049 -8.6257
Br -2.1489 3.9348 -6.4390
H -3.6310 4.0035 -8.4012
*
```

Atom charges from the Mulliken analysis, given in e for atoms 1 to 8:
1. N -0.34
2. C -0.49
3. C 0.18
4. O -0.44
5. C -0.86
6. N -0.03
7. C -0.17
8. O -0.56



No. 3
Formula: C36H36DyN11O4PS
Source: the Open Molecules 2025 dataset
Level of theory: ωB97M-V/def2-TZVPD

gap between HOMO and LUMO (alpha / beta): 7.87 / 7.86 eV
⟨S²⟩: 9.331
E_LUMO (alpha / beta): -0.0813 / -0.0813 Ha
ΔE to the lowest compared entry with this formula, charge and spin: 77.4 kcal per mole

```
! RIJCOSX wB97M-V def2-TZVPD def2/J DEFGRID3
* xyz 1 6
Dy 0.6453 1.3064 0.4781
C 3.7459 -3.8163 -0.3587
N 3.3454 -2.5199 0.1874
C 4.1732 -1.6203 0.8071
C 3.4272 -0.4880 1.0459
N 2.1906 -0.6561 0.4938
C 2.1512 -1.8738 0.0088
P 0.6577 -2.7963 -0.5487
C 0.2144 -1.7661 -2.0107
N 0.0684 -0.3029 -1.8946
C 0.0175 0.0897 -3.3759
C 0.3228 -1.1562 -4.0959
N 0.9287 -2.1091 -3.2135
C 0.7044 -3.4924 -3.6832
C -0.5419 -2.2102 0.6578
N -0.6840 -0.9924 1.1358
C -1.7094 -1.0538 2.0373
C -2.1989 -2.3233 2.0832
N -1.4711 -3.0659 1.2056
C -1.6457 -4.4879 1.0035
H 4.3900 -3.6542 -1.2551
H 2.8493 -4.3525 -0.6030
H 4.3055 -4.3671 0.3904
H 5.1868 -1.8947 1.1046
H 3.7441 0.4056 1.5544
H 0.3334 1.0605 -3.6830
H 0.6250 -1.1570 -5.1233
H 1.3099 -3.6161 -4.5939
H -0.3303 -3.6611 -3.9746
H 0.9830 -4.2867 -2.9930
H -2.0142 -0.1703 2.5853
H -3.0105 -2.7373 2.6757
H -2.0684 -4.8885 1.9308
H -0.7149 -4.9657 0.7368
H -2.3351 -4.6990 0.1971
O 1.6653 5.3166 -0.8576
C 1.7157 4.1580 -0.5791
O 0.9770 3.4538 0.1852
C 2.7250 3.2370 -1.3778
C 3.8325 3.6127 -2.1543
C 4.5451 2.6426 -2.8661
C 4.1921 1.3060 -2.7460
C 3.1476 1.0034 -1.8993
N 2.4305 1.9307 -1.2336
H 4.0595 4.6717 -2.2248
H 5.3570 2.9267 -3.4972
H 4.6871 0.5368 -3.3184
H 2.8367 -0.0330 -1.7854
O 1.0504 3.3604 3.7632
S 0.7469 2.0299 3.3278
O 1.7885 1.4479 2.4439
N -0.5239 1.8336 2.4153
C -1.7164 2.5306 2.4175
C -2.2087 3.2846 3.4569
C -3.4786 3.9176 3.3421
C -4.2808 3.6619 2.2983
C -3.8031 2.9055 1.1837
C -4.5493 2.7279 -0.0092
C -3.9786 2.0599 -1.0271
C -2.6444 1.6116 -0.9160
N -1.9074 1.7754 0.1508
C -2.5139 2.3643 1.2440
C 0.6847 0.8885 4.6961
C 0.5190 1.4016 5.9834
C 0.3947 0.5502 7.0758
C 0.4577 -0.8303 6.8666
C 0.6272 -1.3584 5.5949
C 0.7762 -0.5046 4.4866
H -1.5758 3.4559 4.3034
H -3.8337 4.5443 4.1759
H -5.2790 4.0896 2.2479
H -5.5445 3.1261 -0.0994
H -4.5106 1.8911 -1.9563
H -2.1795 1.1156 -1.7504
H 0.5054 2.4780 6.1359
H 0.1992 0.9542 8.0815
H 0.4112 -1.5285 7.7293
H 0.6971 -2.4368 5.4308
H 0.8775 -0.8891 3.4938
C -2.6598 -1.9673 -5.0842
N -2.3276 -0.7084 -4.3731
C -2.3486 0.4316 -5.2997
C -1.0926 -0.8507 -3.6776
N -1.1308 -1.2725 -2.2110
H -1.8513 -2.2095 -5.7681
H -3.5491 -1.7903 -5.6812
H -2.8446 -2.8226 -4.4255
H -1.5917 0.4339 -6.0791
H -2.2469 1.3872 -4.7720
H -3.3316 0.4663 -5.7731
*
```

Atom charges from the Mulliken analysis, given in e for atoms 1 to 8:
1. Dy 0.39
2. C -0.88
3. N 0.20
4. C -1.00
5. C -0.75
6. N 1.57
7. C -0.09
8. P -0.92



No. 4
Formula: C36H36F12O36
Source: the Open Molecules 2025 dataset
Level of theory: ωB97M-V/def2-TZVPD

SMILES: O=C1OC[C@@H](F)O1.O=C1OC[C@@H](F)O1.O=C1OC[C@@H](F)O1.O=C1OC[C@@H](F)O1.O=C1OC[C@@H](F)O1.O=C1OC[C@@H](F)O1.O=C1OC[C@@H](F)O1.O=C1OC[C@@H](F)O1.O=C1OC[C@@H](F)O1.O=C1OC[C@@H](F)O1.O=C1OC[C@@H](F)O1.O=C1OC[C@@H](F)O1
gap between HOMO and LUMO: 11.11 eV
E_LUMO: -0.0013 Ha
ΔE to the lowest compared entry with this formula, charge and spin: 27.4 kcal per mole

```
! RIJCOSX wB97M-V def2-TZVPD def2/J DEFGRID3
* xyz 0 1
O -3.0745 -0.6580 -0.4001
C -3.6416 -1.0805 0.5386
O -4.7070 -1.9091 0.4399
C -5.4030 -1.7568 1.6729
C -4.3253 -1.5359 2.6073
F -3.6604 -2.6309 3.0884
O -3.4520 -0.7881 1.8472
H -6.0239 -0.8796 1.7399
H -5.9202 -2.7157 1.9959
H -4.5180 -0.8457 3.4376
O -5.5509 4.1588 -2.1466
C -5.2904 2.9978 -2.4114
O -6.1934 2.0769 -2.7931
C -5.6312 0.8499 -2.8306
C -4.1121 1.1752 -2.9660
F -3.8797 1.3433 -4.3372
O -4.0497 2.4443 -2.3403
H -5.8324 0.3046 -1.8906
H -5.9220 0.1471 -3.5853
H -3.3236 0.4775 -2.5860
O 3.6769 1.2787 -2.5460
C 3.7617 0.1827 -3.0597
O 2.7781 -0.6684 -3.3166
C 3.2627 -1.9300 -3.7036
C 4.7216 -1.5405 -4.0817
F 4.7906 -1.3036 -5.4639
O 4.9599 -0.3835 -3.3284
H 3.1027 -2.7736 -2.9237
H 2.7344 -2.2050 -4.6134
H 5.4516 -2.3021 -3.8449
O -4.8416 1.6747 2.1056
C -5.3056 2.7724 1.9405
O -6.1406 3.1900 0.9078
C -6.2736 4.6135 0.9513
C -5.6477 4.9624 2.3031
F -6.6392 5.2902 3.2028
O -5.0136 3.8121 2.7630
H -5.7969 4.9519 0.0467
H -7.3315 4.7731 0.9180
H -4.9150 5.7738 2.2687
O 7.6474 -1.2214 2.5323
C 7.2349 -0.6153 1.5884
O 7.9835 -0.0025 0.6774
C 7.1411 0.7365 -0.2198
C 5.7945 -0.0374 -0.0062
F 5.7277 -1.1080 -0.7488
O 5.9395 -0.3206 1.4027
H 7.1081 1.7303 0.0587
H 7.4373 0.5117 -1.2952
H 4.8243 0.4428 -0.0791
O 0.3418 -2.9488 -3.4392
C -0.3860 -3.3890 -2.6175
O -1.7523 -3.2410 -2.6227
C -2.3323 -3.8005 -1.4297
C -1.1235 -4.3280 -0.6742
F -1.0163 -5.7139 -0.5352
O -0.0077 -3.9100 -1.4066
H -2.8349 -3.0207 -0.8918
H -3.0365 -4.6048 -1.7528
H -1.1433 -3.9092 0.3324
O 1.9044 -2.4910 2.7397
C 1.7062 -2.6589 3.8915
O 1.2816 -3.8168 4.2759
C 0.9840 -3.8527 5.6370
C 1.5999 -2.4494 6.0841
F 2.8346 -2.6430 6.7047
O 1.9211 -1.7536 4.9120
H -0.0860 -4.0593 5.8577
H 1.4883 -4.6259 6.1318
H 1.0329 -1.8958 6.7952
O -3.4904 6.3798 0.1624
C -2.7107 5.5230 -0.0801
O -1.3958 5.7694 -0.0727
C -0.7554 4.4927 -0.2404
C -1.8542 3.4896 -0.5733
F -1.7823 2.4492 0.2616
O -3.0813 4.2044 -0.3440
H 0.0009 4.6448 -0.9800
H -0.1920 4.1247 0.6369
H -1.8526 3.1876 -1.5808
O 0.0219 0.7088 6.0696
C -0.3755 1.2058 5.0960
O -0.0225 2.3236 4.5377
C -0.4339 2.4667 3.1991
C -1.2651 1.1458 2.9989
F -0.3627 0.2018 2.3865
O -1.4593 0.6629 4.3331
H -1.0932 3.3602 3.1816
H 0.4327 2.6234 2.5057
H -2.1521 1.1668 2.4014
O 4.8938 -4.6153 -2.5908
C 4.9090 -4.5021 -1.3904
O 4.1589 -3.5707 -0.7249
C 4.4488 -3.7002 0.6388
C 5.2338 -4.9270 0.7378
F 4.4209 -5.9213 1.1204
O 5.7292 -5.1622 -0.5233
H 5.1089 -2.8124 0.9652
H 3.5257 -3.7419 1.2213
H 6.0685 -4.9895 1.4452
O -0.2394 4.5124 -3.4035
C 0.0270 3.4672 -3.8942
O -0.8003 2.4139 -3.9000
C -0.0427 1.2151 -4.3041
C 1.3772 1.8019 -4.6520
F 1.7779 1.6198 -5.9382
O 1.2395 3.2160 -4.4926
H 0.0543 0.5014 -3.4875
H -0.5414 0.7581 -5.2328
H 2.1758 1.4524 -4.0216
O 1.4438 2.7231 -0.3314
C 1.4875 1.5605 -0.3184
O 0.6786 0.7422 -1.0903
C 0.9223 -0.5983 -0.7004
C 2.1215 -0.5103 0.1234
F 3.2294 -0.9535 -0.5251
O 2.2324 0.8249 0.4940
H 0.0743 -0.9965 -0.1095
H 1.0994 -1.2256 -1.5867
H 1.9707 -1.0610 1.0639
*
```

Atom charges from the Mulliken analysis, given in e for atoms 1 to 8:
1. O -0.04
2. C -0.21
3. O -0.35
4. C -0.54
5. C 0.15
6. F -0.32
7. O 0.51
8. H 0.25



What are the electronic energy values for these records? In order: -3945.50620; -134023.23686; -3921.19485; -5300.61617 hartree.